Entry 1:
Below is a molecular structure, C19H19N5O3OsS in a non-equilibrium geometry, with properties calculated with ωB97M-V/def2-TZVPD.

The net charge is +1. The total energy comes out at -46899.1901 eV. Its expectation value of S² is 0.758. The value obtained for the relative energy (zero: lowest compared OMol25 entry of this formula, charge and spin) is 0.0 kJ/mol. Its LUMO energy (alpha / beta) is -3.290 / -3.874 eV. As for the spin multiplicity: 2.

Positions of all 48 atoms, in Å:
Os: -0.095 0.285 -0.027
O: 0.287 2.305 0.172
N: -0.698 3.179 -0.083
C: -0.615 4.388 0.513
C: -1.561 5.343 0.277
C: -2.615 5.046 -0.595
C: -2.678 3.809 -1.185
C: -1.697 2.842 -0.926
S: -1.715 1.282 -1.648
H: 0.240 4.519 1.159
H: -1.486 6.301 0.769
H: -3.377 5.785 -0.798
H: -3.483 3.539 -1.854
C: 0.958 -4.681 -2.648
C: 1.461 -3.391 -2.665
C: 0.931 -2.427 -1.820
C: -0.096 -2.748 -0.945
C: -0.606 -4.046 -0.931
C: -0.080 -5.000 -1.780
N: -0.622 -1.732 -0.087
N: -1.508 -2.127 0.720
C: -2.008 -1.145 1.530
C: -2.972 -1.457 2.496
C: -3.413 -0.468 3.343
C: -2.901 0.828 3.228
C: -1.966 1.143 2.253
C: -1.505 0.162 1.379
H: 1.367 -5.431 -3.311
H: 2.265 -3.128 -3.340
H: 1.306 -1.417 -1.846
H: -1.409 -4.284 -0.249
H: -0.485 -6.003 -1.770
H: -3.345 -2.472 2.559
H: -4.147 -0.695 4.104
H: -3.234 1.598 3.912
H: -1.591 2.158 2.190
C: 5.173 -0.958 0.542
O: 3.910 -0.772 1.195
C: 2.878 -0.276 0.554
O: 1.808 -0.157 1.142
N: 3.037 0.095 -0.744
N: 1.941 0.734 -1.339
H: 5.824 -1.379 1.300
H: 5.589 -0.006 0.207
H: 5.078 -1.656 -0.289
H: 3.951 0.203 -1.153
H: 1.948 0.575 -2.341
H: 1.954 1.740 -1.167

Quick look at the Löwdin charges, all values in e: number 1, Os, carries 1.278; number 2, O, carries -0.324; number 3, N, carries -0.193; number 4, C, carries -0.010; number 5, C, carries -0.030; number 6, C, carries -0.032; number 7, C, carries -0.062; number 8, C, carries -0.642; number 9, S, carries 0.696; number 10, H, carries 0.146; number 11, H, carries 0.119; number 12, H, carries 0.122; number 13, H, carries 0.117; number 14, C, carries -0.069; number 15, C, carries -0.074; number 16, C, carries -0.046; number 17, C, carries -0.229; number 18, C, carries -0.011; number 19, C, carries -0.060; number 20, N, carries -0.128; number 21, N, carries 0.099; number 22, C, carries -0.288; number 23, C, carries -0.005; number 24, C, carries -0.068; number 25, C, carries -0.057; number 26, C, carries -0.091; number 27, C, carries -0.270; number 28, H, carries 0.110; number 29, H, carries 0.106; number 30, H, carries 0.056; number 31, H, carries 0.109; number 32, H, carries 0.113; number 33, H, carries 0.119; number 34, H, carries 0.110; number 35, H, carries 0.110; number 36, H, carries 0.091; number 37, C, carries -0.016; number 38, O, carries 0.039; number 39, C, carries -0.546; number 40, O, carries 0.005; number 41, N, carries 0.039; number 42, N, carries -0.015; number 43, H, carries 0.108; number 44, H, carries 0.102; number 45, H, carries 0.106; number 46, H, carries 0.145; number 47, H, carries 0.118; number 48, H, carries 0.103


Entry 2:
Below is 2 unconnected molecules or ions with the total composition C3H9N3O, with properties calculated with ωB97M-V/def2-TZVPD.

The total energy comes out at -9770.2401 eV. The value obtained for the relative energy (zero: lowest compared OMol25 entry of this formula, charge and spin) is 511.3 kJ/mol. Its LUMO energy is 0.598 eV. As for the spin multiplicity: 1.

Positions of all 16 atoms, in Å:
C: 2.193 0.121 -0.073
C: -0.501 -1.888 -0.347
N: 0.805 -0.150 -0.399
C: -0.154 0.596 0.094
N: -2.497 0.670 0.260
O: -0.043 1.944 0.318
N: -1.282 -0.007 0.380
H: 0.724 2.284 -0.160
H: -2.387 1.617 -0.096
H: -2.965 0.696 1.158
H: 2.600 0.956 -0.663
H: 2.368 0.336 0.990
H: -0.448 -2.248 0.670
H: 0.286 -2.237 -0.997
H: -1.486 -1.938 -0.789
H: 2.788 -0.753 -0.344

Quick look at the Löwdin charges, all values in e: number 1, C, carries -0.124; number 2, C, carries 0.141; number 3, N, carries -0.047; number 4, C, carries -0.560; number 5, N, carries 0.017; number 6, O, carries 0.078; number 7, N, carries -0.077; number 8, H, carries 0.102; number 9, H, carries 0.070; number 10, H, carries 0.071; number 11, H, carries 0.073; number 12, H, carries 0.082; number 13, H, carries 0.042; number 14, H, carries 0.026; number 15, H, carries 0.034; number 16, H, carries 0.072


Entry 3:
Below is a molecular structure, C9H13NO3SSc in a non-equilibrium geometry, with properties calculated with ωB97M-V/def2-TZVPD.

The net charge is -1. The total energy comes out at -48714.9179 eV. Its LUMO energy is 2.619 eV. As for the spin multiplicity: 1.

Positions of all 28 atoms, in Å:
C: -0.551 1.017 -2.287
C: 0.828 1.209 -1.993
C: 0.931 2.063 -0.852
C: -0.405 2.402 -0.437
C: -1.318 1.736 -1.323
Sc: -0.108 0.048 0.144
C: 0.761 -1.772 -1.019
C: -0.682 -2.062 -1.199
C: -1.172 -2.881 -2.229
N: -1.539 -1.414 -0.346
H: 1.845 2.538 -0.490
H: 1.667 0.840 -2.591
H: -0.664 3.188 0.274
H: -2.404 1.865 -1.338
H: -0.952 0.473 -3.148
H: 1.356 -1.798 -1.932
H: -2.520 -1.654 -0.439
H: 1.241 -2.233 -0.140
H: -0.471 -3.342 -2.920
H: -2.244 -2.997 -2.347
C: 0.930 -0.096 4.128
S: 0.672 0.821 2.618
O: -0.741 0.548 2.120
O: 0.986 2.199 2.855
O: 1.516 0.117 1.558
H: 0.309 0.306 4.947
H: 1.992 0.049 4.392
H: 0.736 -1.171 3.994

Quick look at the Löwdin charges, all values in e: number 1, C, carries -0.163; number 2, C, carries -0.175; number 3, C, carries -0.205; number 4, C, carries -0.218; number 5, C, carries -0.183; number 6, Sc, carries 0.889; number 7, C, carries -0.197; number 8, C, carries -0.649; number 9, C, carries -0.068; number 10, N, carries -0.086; number 11, H, carries 0.103; number 12, H, carries 0.101; number 13, H, carries 0.102; number 14, H, carries 0.097; number 15, H, carries 0.104; number 16, H, carries 0.027; number 17, H, carries 0.042; number 18, H, carries 0.023; number 19, H, carries -0.001; number 20, H, carries -0.006; number 21, C, carries -0.143; number 22, S, carries 0.499; number 23, O, carries -0.404; number 24, O, carries -0.300; number 25, O, carries -0.404; number 26, H, carries 0.071; number 27, H, carries 0.069; number 28, H, carries 0.075


Entry 4:
Below is a molecular structure, C7H16MnNO4PS2, with properties calculated with ωB97M-V/def2-TZVPD.

The net charge is -1. The total energy comes out at -79483.9263 eV. Its expectation value of S² is 6.332. The value obtained for the relative energy (zero: lowest compared OMol25 entry of this formula, charge and spin) is 0.0 kJ/mol. Its LUMO energy (alpha / beta) is 2.923 / 2.992 eV. As for the spin multiplicity: 5.

Positions of all 32 atoms, in Å:
Mn: -0.377 -0.066 -1.229
C: 2.229 -1.896 3.245
C: 1.731 -2.806 2.138
O: 1.963 -2.304 0.825
P: 1.179 -1.018 0.203
S: 1.566 -1.346 -1.807
S: -0.740 -1.135 1.009
O: 2.109 0.105 0.943
C: 1.728 1.481 0.847
C: 2.406 2.167 -0.320
H: 2.150 -2.414 4.204
H: 1.638 -0.983 3.290
H: 3.272 -1.622 3.077
H: 0.664 -3.005 2.261
H: 2.264 -3.759 2.165
H: 2.027 1.934 1.795
H: 0.641 1.564 0.770
H: 3.491 2.078 -0.233
H: 2.133 3.223 -0.338
H: 2.096 1.715 -1.261
N: -2.377 -0.897 -1.929
C: -3.418 0.119 -2.156
C: -3.207 1.349 -1.269
C: -2.092 2.266 -1.804
O: -2.415 3.312 -2.356
O: -0.888 1.837 -1.654
H: -2.344 -1.577 -2.677
H: -2.537 -1.399 -1.059
H: -4.416 -0.294 -1.975
H: -3.379 0.421 -3.205
H: -2.970 1.019 -0.253
H: -4.129 1.930 -1.245

Quick look at the Löwdin charges, all values in e: number 1, Mn, carries 0.202; number 2, C, carries -0.098; number 3, C, carries -0.344; number 4, O, carries -0.385; number 5, P, carries -0.101; number 6, S, carries 0.202; number 7, S, carries 0.217; number 8, O, carries -0.348; number 9, C, carries -0.319; number 10, C, carries -0.087; number 11, H, carries 0.069; number 12, H, carries 0.058; number 13, H, carries 0.075; number 14, H, carries 0.056; number 15, H, carries 0.109; number 16, H, carries 0.112; number 17, H, carries 0.079; number 18, H, carries 0.073; number 19, H, carries 0.077; number 20, H, carries 0.048; number 21, N, carries -0.045; number 22, C, carries -0.247; number 23, C, carries -0.124; number 24, C, carries -0.670; number 25, O, carries 0.003; number 26, O, carries -0.155; number 27, H, carries 0.087; number 28, H, carries 0.031; number 29, H, carries 0.102; number 30, H, carries 0.120; number 31, H, carries 0.100; number 32, H, carries 0.106


Entry 5:
Below is C4H6N2O in the gas phase in a non-equilibrium geometry, with properties calculated with ωB97M-V/def2-TZVPD.

The total energy comes out at -9267.8162 eV. Its expectation value of S² is 2.028. The value obtained for the relative energy (zero: lowest compared OMol25 entry of this formula, charge and spin) is 33.9 kJ/mol. Its LUMO energy (alpha / beta) is 0.669 / -1.438 eV. As for the spin multiplicity: 3.

Positions of all 13 atoms, in Å:
C: -1.462 0.979 0.125
C: -0.018 0.881 0.052
C: 0.262 -0.559 0.068
C: 1.597 -1.138 0.061
N: -0.841 -1.256 0.035
N: -1.823 -0.329 0.228
O: 0.876 1.895 -0.051
H: -2.197 1.665 -0.290
H: 2.065 -1.230 -0.959
H: 2.335 -0.770 0.715
H: 1.538 -2.170 0.273
H: -2.787 -0.658 -0.029
H: 0.455 2.691 -0.228

Quick look at the Löwdin charges, all values in e: number 1, C, carries -0.095; number 2, C, carries -0.207; number 3, C, carries -0.319; number 4, C, carries -0.041; number 5, N, carries 0.067; number 6, N, carries -0.082; number 7, O, carries 0.130; number 8, H, carries 0.086; number 9, H, carries 0.104; number 10, H, carries 0.066; number 11, H, carries 0.059; number 12, H, carries 0.157; number 13, H, carries 0.076


Entry 6:
Below is C5H8FO3P in the gas phase in a non-equilibrium geometry, with properties calculated with ωB97M-V/def2-TZVPD.

The total energy comes out at -23458.5251 eV. The value obtained for the relative energy (zero: lowest compared OMol25 entry of this formula, charge and spin) is 84.7 kJ/mol. Its LUMO energy (alpha / beta) is -0.690 / -0.075 eV. As for the spin multiplicity: 1.

Positions of all 18 atoms, in Å:
C: 1.262 -0.310 1.100
C: -1.100 -0.643 -0.176
C: 0.122 -0.218 -0.930
C: 0.248 0.629 1.618
C: 0.324 -0.781 -2.356
O: 2.040 -0.821 1.892
O: 1.279 -0.685 -0.209
O: -1.231 -1.895 0.127
F: 0.043 0.686 3.032
P: -0.238 2.338 0.881
H: -1.844 0.252 -0.162
H: 0.167 0.808 -0.982
H: 0.154 -1.887 -2.284
H: 1.311 -0.513 -2.685
H: -0.259 -0.233 -3.073
H: -1.952 -2.188 0.835
H: 0.775 3.009 1.390
H: -1.101 2.453 1.983

Quick look at the Löwdin charges, all values in e: number 1, C, carries -0.515; number 2, C, carries -0.161; number 3, C, carries -0.397; number 4, C, carries -0.347; number 5, C, carries 0.000; number 6, O, carries 0.102; number 7, O, carries 0.024; number 8, O, carries 0.069; number 9, F, carries -0.074; number 10, P, carries 0.892; number 11, H, carries 0.142; number 12, H, carries 0.032; number 13, H, carries 0.108; number 14, H, carries 0.077; number 15, H, carries 0.074; number 16, H, carries 0.217; number 17, H, carries -0.152; number 18, H, carries -0.090


Entry 7:
Below is 3 unconnected molecules or ions with the total composition C5H17N2O3 in a non-equilibrium geometry, with properties calculated with ωB97M-V/def2-TZVPD.

The net charge is +1. The total energy comes out at -14578.2297 eV. The value obtained for the relative energy (zero: lowest compared OMol25 entry of this formula, charge and spin) is 0.0 kJ/mol. Its LUMO energy is -2.840 eV. As for the spin multiplicity: 1.

Positions of all 27 atoms, in Å:
N: -0.669 -1.648 -0.659
C: -0.217 -0.419 0.036
C: 0.950 0.307 -0.653
C: 0.622 0.900 -2.039
C: 2.220 -0.549 -0.645
C: -1.426 0.501 0.012
N: -1.506 1.474 0.923
O: -2.250 0.343 -0.881
H: 0.039 -2.371 -0.576
H: -0.807 -1.343 -1.626
H: -1.632 -1.866 -0.362
H: 0.045 -0.638 1.069
H: 1.124 1.193 -0.045
H: 1.479 1.464 -2.401
H: -0.201 1.606 -2.013
H: 0.362 0.079 -2.714
H: 2.103 -1.569 -0.274
H: 2.859 -0.477 -1.508
H: 2.899 -0.128 0.107
H: -0.697 1.594 1.513
H: -2.304 2.084 0.919
H: 2.402 1.173 3.447
H: 2.321 2.493 2.757
O: 2.193 1.548 2.616
H: -3.662 -1.489 0.440
H: -3.273 -2.539 1.490
O: -2.975 -1.723 1.068

Quick look at the Löwdin charges, all values in e: number 1, N, carries 0.240; number 2, C, carries -0.212; number 3, C, carries -0.358; number 4, C, carries -0.034; number 5, C, carries -0.041; number 6, C, carries -0.538; number 7, N, carries 0.233; number 8, O, carries 0.055; number 9, H, carries 0.171; number 10, H, carries 0.160; number 11, H, carries 0.127; number 12, H, carries 0.168; number 13, H, carries 0.125; number 14, H, carries 0.096; number 15, H, carries 0.082; number 16, H, carries 0.087; number 17, H, carries 0.076; number 18, H, carries 0.084; number 19, H, carries 0.085; number 20, H, carries 0.115; number 21, H, carries 0.137; number 22, H, carries 0.019; number 23, H, carries 0.050; number 24, O, carries -0.037; number 25, H, carries 0.064; number 26, H, carries 0.075; number 27, O, carries -0.028


Entry 8:
Below is 3 unconnected molecules or ions with the total composition C4H7NO2 in a non-equilibrium geometry, with properties calculated with ωB97M-V/def2-TZVPD.

The total energy comes out at -9844.9768 eV. The value obtained for the relative energy (zero: lowest compared OMol25 entry of this formula, charge and spin) is 222.2 kJ/mol. Its LUMO energy is 1.128 eV. As for the spin multiplicity: 1.

Positions of all 14 atoms, in Å:
C: -0.320 0.873 1.459
C: 0.378 1.799 0.504
C: 1.193 -1.612 -0.835
N: 0.055 -1.986 -0.418
C: -1.998 -0.371 -1.855
O: -2.230 0.564 -1.251
O: 0.739 1.504 -0.613
H: -0.454 -0.120 1.020
H: -1.293 1.303 1.726
H: 0.259 0.805 2.389
H: 0.566 2.825 0.890
H: 1.691 -0.781 -0.334
H: 1.721 -2.053 -1.688
H: -0.307 -2.749 -0.994

Quick look at the Löwdin charges, all values in e: number 1, C, carries -0.067; number 2, C, carries -0.317; number 3, C, carries -0.124; number 4, N, carries 0.006; number 5, C, carries 0.003; number 6, O, carries 0.012; number 7, O, carries 0.006; number 8, H, carries 0.041; number 9, H, carries 0.084; number 10, H, carries 0.083; number 11, H, carries 0.115; number 12, H, carries 0.047; number 13, H, carries 0.070; number 14, H, carries 0.041


Q: What is the total energy in the third record?
A: -48714.9179 eV


Q: total energy of number 1 (C19H19N5O3OsS)?
A: -46899.1901 eV